72
Properties=species:S:1:pos:R:3 method="wB97M-V/def2-TZVPD" e_lumo_ev=1.753 multiplicity=1 charge=-1 homo_lumo_gap_ha=0.2029
Au 0.07 2.37 0.26
C 0.03 5.49 -1.55
N 0.26 4.95 -0.23
C -0.80 5.27 0.70
C -2.14 4.57 0.37
N -1.96 3.21 -0.13
C -3.02 2.40 -0.31
C -2.87 1.19 -1.05
F -1.70 0.93 -1.65
C -3.86 0.25 -1.20
F -3.61 -0.88 -1.88
C -5.13 0.46 -0.69
F -6.10 -0.46 -0.84
C -5.36 1.64 -0.03
F -6.58 1.89 0.47
C -4.35 2.58 0.14
F -4.71 3.69 0.82
C 1.62 5.10 0.25
C 2.54 4.01 -0.31
N 2.19 2.69 0.24
C 3.05 1.66 0.06
C 2.92 0.49 0.87
F 1.99 0.48 1.84
C 3.71 -0.62 0.75
F 3.51 -1.68 1.56
C 4.74 -0.67 -0.17
F 5.52 -1.76 -0.30
C 4.94 0.45 -0.96
F 5.92 0.43 -1.88
C 4.13 1.56 -0.84
F 4.39 2.56 -1.72
H -0.08 6.59 -1.54
H -0.88 5.05 -1.97
H 0.86 5.23 -2.21
H -0.98 6.36 0.75
H -0.48 4.94 1.68
H -2.69 5.17 -0.37
H -2.72 4.61 1.29
H 1.61 4.99 1.34
H 2.03 6.09 0.01
H 3.57 4.27 -0.03
H 2.49 4.04 -1.40
C 2.43 -5.69 -2.64
O 1.61 -4.72 -2.03
C 0.49 -5.16 -1.40
C 0.02 -6.46 -1.44
C -1.16 -6.80 -0.77
C -1.86 -5.82 -0.09
C -1.39 -4.51 -0.06
C -0.21 -4.17 -0.70
N 0.31 -2.86 -0.77
C -0.02 -1.78 -0.02
C -0.31 -1.78 1.31
C -0.05 -2.88 2.20
C -0.19 -2.73 3.53
C -0.60 -1.45 4.08
C -0.86 -0.39 3.30
C -0.79 -0.51 1.85
O -1.11 0.40 1.08
H 1.92 -6.19 -3.47
H 2.76 -6.45 -1.92
H 3.30 -5.16 -3.02
H 0.56 -7.23 -1.97
H -1.53 -7.81 -0.82
H -2.79 -6.06 0.42
H -1.95 -3.74 0.46
H 0.82 -2.67 -1.62
H 0.00 -0.83 -0.53
H 0.31 -3.82 1.80
H 0.05 -3.54 4.20
H -0.69 -1.35 5.16
H -1.15 0.57 3.70

---

63
Properties=species:S:1:pos:R:3 method="wB97M-V/def2-TZVPD" e_lumo_ev="0.519 / -0.460" multiplicity=6 charge=0 s_squared=8.77 homo_lumo_gap_ha="0.2992 / 0.2814" e_above_lowest_kj_mol=5.23
Fe 1.15 -0.38 -0.49
S 2.69 -0.53 1.34
P 1.04 -1.57 1.96
C -0.09 -1.53 0.71
P -0.36 -2.62 -0.55
S 1.01 -2.20 -2.01
C -2.02 -2.38 -1.23
C -2.25 -2.16 -2.58
C -3.55 -2.00 -3.05
C -4.62 -2.06 -2.17
C -4.39 -2.27 -0.81
C -3.10 -2.43 -0.34
C -0.30 -4.37 -0.12
C 0.24 -5.32 -0.98
C 0.24 -6.66 -0.63
C -0.30 -7.07 0.58
C -0.84 -6.13 1.45
C -0.84 -4.79 1.10
C 1.58 -3.21 2.53
C 2.41 -3.95 1.69
C 2.77 -5.24 2.03
C 2.32 -5.80 3.22
C 1.50 -5.06 4.06
C 1.13 -3.77 3.72
C 0.40 -0.76 3.44
C -0.94 -0.40 3.50
C -1.44 0.22 4.64
C -0.61 0.49 5.71
C 0.74 0.14 5.64
C 1.24 -0.48 4.51
H -1.42 -2.11 -3.27
H -3.72 -1.82 -4.10
H -5.63 -1.93 -2.53
H -5.22 -2.31 -0.12
H -2.93 -2.57 0.72
H 0.67 -5.00 -1.92
H 0.66 -7.39 -1.31
H -0.29 -8.11 0.85
H -1.24 -6.44 2.40
H -1.25 -4.05 1.79
H 2.77 -3.51 0.76
H 3.41 -5.81 1.36
H 2.61 -6.81 3.49
H 1.15 -5.49 4.99
H 0.48 -3.21 4.38
H -1.58 -0.60 2.65
H -2.49 0.50 4.68
H -0.99 0.98 6.59
H 1.40 0.35 6.47
H 2.29 -0.74 4.46
O 1.04 2.85 -1.00
B 1.11 1.53 -1.42
O 1.84 1.43 -2.61
C 2.32 2.69 -2.86
C 3.15 3.12 -3.87
C 3.46 4.48 -3.87
C 2.95 5.35 -2.91
C 2.11 4.91 -1.89
C 1.81 3.56 -1.89
H 3.54 2.44 -4.61
H 4.12 4.87 -4.64
H 3.22 6.40 -2.95
H 1.71 5.57 -1.14

---

69
Properties=species:S:1:pos:R:3 method="wB97M-V/def2-TZVPD" e_lumo_ev="2.313 / 2.312" multiplicity=2 charge=-1 s_squared=0.75 homo_lumo_gap_ha="0.2485 / 0.2490"
V -0.93 -0.12 0.76
C 1.77 0.89 -3.88
C 0.68 -0.09 -4.24
C 0.53 -0.62 -5.52
C -0.50 -1.50 -5.76
C -1.34 -1.86 -4.71
C -1.11 -1.31 -3.46
N -0.12 -0.43 -3.24
Sb -2.34 -1.88 -1.78
C -0.70 -2.77 -0.71
C -1.00 -3.75 0.23
C 0.05 -4.40 0.85
C 1.34 -4.06 0.51
C 1.56 -3.07 -0.45
C 2.95 -2.66 -0.83
N 0.55 -2.45 -1.05
C -2.44 0.18 -1.06
C -3.72 0.76 -1.18
C -3.80 2.12 -1.33
C -2.64 2.90 -1.35
C -1.41 2.31 -1.13
C -0.12 3.05 -1.04
N -1.35 0.97 -0.95
H 1.62 1.84 -4.39
H 2.75 0.52 -4.18
H 1.76 1.05 -2.80
H 1.21 -0.32 -6.31
H -0.65 -1.92 -6.75
H -2.16 -2.56 -4.86
H -2.03 -3.95 0.50
H -0.14 -5.15 1.62
H 2.19 -4.52 1.01
H 3.55 -2.47 0.05
H 2.90 -1.74 -1.42
H 3.44 -3.43 -1.42
H -4.61 0.14 -1.19
H -4.76 2.60 -1.45
H -2.68 3.97 -1.49
H 0.16 3.40 -2.04
H 0.66 2.40 -0.66
H -0.21 3.92 -0.39
Br 4.70 -2.31 4.14
C 3.57 -1.37 2.95
C 4.08 -0.42 2.07
Br 5.92 -0.02 2.04
C 3.23 0.24 1.19
Br 3.82 1.52 -0.07
C 1.87 -0.05 1.17
O 0.99 0.46 0.35
C 1.37 -0.98 2.08
O 0.07 -1.19 1.97
C 2.20 -1.66 2.96
Br 1.38 -2.90 4.10
Br -3.03 -1.34 1.68
C -0.88 0.05 5.09
Br 0.82 0.62 5.63
H -0.96 -1.00 4.86
H -1.51 0.79 4.65
Br -1.95 5.60 4.26
C -1.67 3.97 3.32
C -2.76 3.25 2.86
C -2.53 2.07 2.17
C -1.24 1.58 1.92
C -0.18 2.35 2.40
C -0.37 3.53 3.11
H -3.76 3.61 3.04
H -3.39 1.50 1.83
H 0.84 2.02 2.24
H 0.47 4.09 3.49

---

65
Properties=species:S:1:pos:R:3 method="wB97M-V/def2-TZVPD" e_lumo_ev=-0.906 multiplicity=1 charge=0 homo_lumo_gap_ha=0.2355 e_above_lowest_kj_mol=43.70
Pd -1.47 0.43 -0.11
C -1.40 2.18 -2.92
O -2.18 1.44 -2.00
C -3.26 0.72 -2.48
C -3.81 0.95 -3.72
C -4.93 0.23 -4.13
C -5.49 -0.71 -3.29
C -4.93 -0.95 -2.05
C -3.79 -0.26 -1.62
N -3.18 -0.50 -0.38
N -3.60 -1.47 0.30
C -3.10 -1.87 1.47
C -1.96 -1.29 2.14
O -1.41 -0.20 1.82
C -1.43 -1.98 3.27
C -2.03 -3.07 3.80
C -3.24 -3.60 3.25
C -3.90 -4.68 3.85
C -5.07 -5.17 3.32
C -5.61 -4.59 2.17
C -4.96 -3.54 1.56
C -3.77 -3.01 2.08
H -1.97 3.02 -3.32
H -1.05 1.55 -3.74
H -0.55 2.55 -2.35
H -3.39 1.69 -4.38
H -5.35 0.42 -5.11
H -6.36 -1.27 -3.60
H -5.34 -1.69 -1.38
H -0.52 -1.57 3.70
H -1.59 -3.56 4.66
H -3.47 -5.12 4.74
H -5.59 -5.99 3.80
H -6.53 -4.97 1.75
H -5.36 -3.09 0.66
C 5.97 -0.75 0.12
C 5.69 0.68 -0.34
C 6.46 1.68 0.51
C 6.19 3.10 0.03
C 4.71 3.36 0.09
C 4.23 4.64 0.31
C 2.86 4.86 0.39
F 2.43 6.11 0.60
C 1.96 3.84 0.28
C 2.43 2.54 0.05
C 1.45 1.46 -0.11
O 0.24 1.72 0.13
C 1.99 0.20 -0.52
C 3.34 0.05 -0.56
N 4.25 1.00 -0.29
C 3.81 2.29 -0.05
C 1.18 -1.01 -0.99
O 1.77 -2.10 -0.99
O -0.01 -0.79 -1.36
H 7.04 -0.84 0.31
H 5.70 -1.49 -0.62
H 5.44 -0.96 1.05
H 6.02 0.79 -1.38
H 7.52 1.45 0.46
H 6.14 1.58 1.55
H 6.55 3.21 -1.00
H 6.72 3.83 0.64
H 4.91 5.47 0.41
H 0.90 4.01 0.36
H 3.71 -0.93 -0.84

---

These records have maximum force values of 0.83; 0.87; 1.80; 1.65 eV/A, in the order they appear.